Arrangement P

The following is a DFT calculation (wB97M-V/def2-TZVPD) of C5H8N3 as an isolated structure.

Geometry (Å):
C  0.05  -1.69  2.41
C  -0.33  -1.95  1.16
C  0.40  -0.26  2.20
C  -0.54  1.30  -2.10
C  -0.09  -0.57  0.80
N  -1.03  0.81  -0.89
N  -0.45  0.30  0.00
N  0.78  0.94  -2.46
H  -0.06  -2.25  3.38
H  -0.38  -2.75  0.51
H  -0.11  0.53  2.71
H  1.42  0.02  2.30
H  -1.38  0.82  -2.70
H  -0.73  2.35  -1.93
H  0.89  0.98  -3.51
H  1.55  1.41  -1.87

Results
gap between HOMO and LUMO: 9.0 eV
charge: +1
HOMO: -14.0 eV
multiplicity: 1

Atom charges from the natural (NBO) analysis, given in e for atoms 1 to 6: number 1, C, carries -0.02; number 2, C, carries -0.23; number 3, C, carries -0.45; number 4, C, carries -0.11; number 5, C, carries 0.25; number 6, N, carries 0.07

---

Arrangement Q

The following is a DFT calculation (wB97M-V/def2-TZVPD) of an isolated ion of composition C5H8N3 and charge +1.

Geometry (Å):
C  1.97  0.05  -0.11
C  -1.09  -1.99  0.23
C  3.20  0.21  0.30
C  -1.20  1.59  0.47
C  -1.29  0.58  -0.60
N  0.83  -0.22  -0.39
N  -0.99  -3.13  0.17
N  -0.33  -0.52  -0.57
H  3.92  -0.49  -0.16
H  3.58  1.05  0.87
H  -0.77  1.11  1.36
H  -0.76  2.59  0.13
H  -2.20  1.92  0.80
H  -2.25  0.04  -0.72
H  -1.08  1.09  -1.53
H  -1.54  -3.88  -0.26

Results
gap between HOMO and LUMO: 7.8 eV
charge: +1
HOMO: -13.6 eV
multiplicity: 1

Atom charges from the natural (NBO) analysis, given in e for atoms 1 to 6: number 1, C, carries 0.33; number 2, C, carries 0.47; number 3, C, carries -0.40; number 4, C, carries -0.67; number 5, C, carries -0.24; number 6, N, carries -0.08

---

List of relative energies, unit eV: arrangement P 0.000; arrangement Q 1.762

---

Arrangement P

The following is a DFT calculation (wB97M-V/def2-TZVPD) of an isolated molecule of C6H13NO4.

Geometry (Å):
C  0.00  -0.94  -1.27
C  -0.23  0.41  -1.91
C  0.38  1.78  -0.20
C  0.27  0.87  1.15
C  -0.83  -0.09  1.22
C  -0.82  -1.09  0.01
H  1.40  -1.95  -0.31
H  -0.43  -1.75  -2.01
H  -0.32  0.41  -3.18
H  -1.45  0.56  -1.65
H  1.78  0.96  -1.42
H  1.19  2.59  0.29
H  -0.63  2.34  -0.30
H  0.01  1.54  2.05
H  1.71  -0.31  0.92
H  -1.93  0.35  1.26
H  0.14  -0.18  2.58
H  -1.75  -0.65  -0.42
H  -0.71  -2.33  1.37
N  0.80  1.42  -1.60
O  1.41  -1.20  -0.89
O  1.50  0.36  1.60
O  -0.75  -0.60  2.37
O  -0.74  -2.49  0.35

Results
gap between HOMO and LUMO: 10.2 eV
HOMO: -9.6 eV
multiplicity: 1

Atom charges from the natural (NBO) analysis, given in e for atoms 1 to 6: number 1, C, carries 0.04; number 2, C, carries -0.26; number 3, C, carries -0.27; number 4, C, carries 0.02; number 5, C, carries 0.07; number 6, C, carries 0.01

---

Arrangement Q

The following is a DFT calculation (wB97M-V/def2-TZVPD) of an isolated molecule of C6H13NO4.

Geometry (Å):
C  0.59  1.90  -1.17
C  0.88  1.07  0.14
C  -1.46  0.21  0.78
C  -1.08  -1.14  0.27
C  0.24  -1.23  -0.59
C  1.36  -0.32  -0.15
H  1.50  2.30  -1.56
H  0.14  1.26  -1.93
H  -0.10  2.67  -0.87
H  1.68  1.59  0.65
H  0.13  0.96  2.09
H  -2.09  0.19  1.69
H  -2.46  1.61  -0.28
H  -0.60  -1.73  1.09
H  -2.74  -1.14  -0.44
H  -0.11  -0.95  -1.53
H  1.26  -2.63  0.14
H  2.27  -0.38  -0.81
H  2.65  -0.68  1.35
N  -0.29  1.09  1.10
O  -2.09  0.71  -0.29
O  -2.17  -1.91  -0.13
O  0.84  -2.51  -0.69
O  1.67  -0.95  1.12

Results
gap between HOMO and LUMO: 9.7 eV
HOMO: -9.2 eV
multiplicity: 1

Atom charges from the natural (NBO) analysis, given in e for atoms 1 to 6: number 1, C, carries -0.62; number 2, C, carries -0.07; number 3, C, carries 0.23; number 4, C, carries 0.04; number 5, C, carries 0.05; number 6, C, carries 0.06

---

List of relative energies, unit eV: arrangement P 3.396; arrangement Q 0.000

---

Arrangement P

The following is a DFT calculation (wB97M-V/def2-TZVPD) of C20H31O5PtS as an isolated structure.

Geometry (Å):
O  0.16  -0.10  -4.26
C  0.01  1.23  -4.90
C  -0.14  0.66  -6.30
H  0.93  1.80  -4.75
H  -0.89  1.78  -4.57
C  0.03  -0.70  -5.59
H  0.68  0.90  -6.99
H  -1.15  0.77  -6.73
C  1.27  -1.41  -6.05
H  2.16  -0.75  -6.05
H  1.07  -1.72  -7.10
H  1.44  -2.32  -5.46
C  -1.19  -1.56  -5.79
H  -2.13  -1.02  -5.55
H  -1.10  -2.50  -5.21
H  -1.21  -1.81  -6.87
Pt  -0.27  -0.43  2.89
C  -2.20  -0.86  4.22
C  -1.86  0.51  4.37
C  -1.86  1.12  3.05
H  -1.76  1.05  5.30
C  -2.34  0.12  2.11
C  -2.45  -1.12  2.82
H  -2.74  -2.07  2.38
H  -2.28  -1.57  5.04
H  -1.70  2.17  2.82
H  -2.59  0.32  1.07
C  0.75  -1.99  4.39
C  -0.04  -2.73  3.45
C  0.44  -2.44  2.12
H  -0.83  -3.43  3.69
C  1.56  -1.51  2.25
C  1.74  -1.24  3.66
H  2.56  -0.69  4.10
H  0.65  -1.99  5.47
H  0.09  -2.86  1.19
H  2.18  -1.13  1.45
O  0.50  0.27  0.25
C  -0.24  -0.50  -0.72
C  -0.68  0.46  -1.79
H  -1.11  -0.99  -0.27
H  0.41  -1.32  -1.10
C  0.24  1.67  -1.58
H  -1.73  0.73  -1.66
H  -0.61  -0.06  -2.74
C  0.33  1.68  -0.07
H  -0.06  2.60  -2.07
H  1.25  1.42  -1.93
H  -0.58  2.10  0.39
H  1.20  2.16  0.36
C  2.61  2.48  4.81
S  0.94  1.88  4.57
O  0.72  0.80  5.55
O  0.05  3.01  4.63
O  0.99  1.29  3.13
H  2.79  2.53  5.88
H  2.66  3.48  4.36
H  3.33  1.81  4.33

Results
gap between HOMO and LUMO (spin up / spin down): 8.5 / 5.9 eV
charge: +1
HOMO (spin up / spin down): -10.8 / -11.9 eV
<S²>: 6.02
multiplicity: 5

Atom charges from the natural (NBO) analysis, given in e for atoms 1 to 6: number 1, O, carries -0.57; number 2, C, carries -0.07; number 3, C, carries -0.46; number 4, H, carries 0.19; number 5, H, carries 0.18; number 6, C, carries 0.27

---

Arrangement Q

The following is a DFT calculation (wB97M-V/def2-TZVPD) of C20H31O5PtS as an isolated structure.

Geometry (Å):
O  -0.81  -0.68  -2.66
C  -0.88  0.61  -3.33
C  -0.48  0.19  -4.73
H  -0.13  1.29  -2.93
H  -1.89  1.01  -3.25
C  -0.43  -1.17  -4.00
H  0.51  0.54  -5.03
H  -1.26  0.29  -5.50
C  0.93  -1.82  -3.99
H  1.73  -1.19  -3.59
H  1.20  -2.12  -5.01
H  0.85  -2.71  -3.37
C  -1.44  -2.13  -4.55
H  -2.39  -1.59  -4.69
H  -1.50  -2.95  -3.83
H  -1.10  -2.47  -5.54
Pt  -1.01  -0.98  0.90
C  -2.59  -1.22  3.68
C  -2.25  0.16  3.75
C  -2.36  0.74  2.48
H  -2.07  0.69  4.68
C  -2.84  -0.28  1.53
C  -2.86  -1.56  2.33
H  -3.24  -2.52  1.96
H  -2.68  -1.88  4.55
H  -2.29  1.79  2.24
H  -3.54  -0.04  0.74
C  0.35  -2.57  3.68
C  -0.40  -3.28  2.73
C  -0.06  -2.78  1.39
H  -1.06  -4.13  2.90
C  0.92  -1.66  1.62
C  1.15  -1.59  3.04
H  1.97  -1.02  3.48
H  0.39  -2.74  4.75
H  -0.14  -3.33  0.45
H  1.62  -1.23  0.90
O  2.69  2.20  -2.20
C  2.32  1.15  -1.27
C  0.94  1.49  -0.70
H  3.04  1.18  -0.45
H  2.47  0.16  -1.73
C  0.77  3.01  -0.92
H  0.95  1.27  0.37
H  0.14  0.88  -1.13
C  1.83  3.37  -2.00
H  0.88  3.55  0.05
H  -0.23  3.25  -1.29
H  2.40  4.26  -1.63
H  1.27  3.63  -2.90
C  2.14  2.24  3.65
S  0.53  1.53  3.42
O  0.35  0.46  4.42
O  -0.39  2.65  3.45
O  0.66  0.94  2.06
H  2.25  2.51  4.69
H  2.19  3.11  2.99
H  2.89  1.51  3.36

Results
gap between HOMO and LUMO (spin up / spin down): 7.8 / 4.6 eV
charge: +1
HOMO (spin up / spin down): -11.6 / -11.6 eV
<S²>: 6.02
multiplicity: 5

Atom charges from the natural (NBO) analysis, given in e for atoms 1 to 6: number 1, O, carries -0.59; number 2, C, carries -0.07; number 3, C, carries -0.48; number 4, H, carries 0.19; number 5, H, carries 0.18; number 6, C, carries 0.28

---

List of relative energies, unit eV: arrangement P 0.000; arrangement Q 2.260

---

Arrangement P

The following is a DFT calculation (wB97M-V/def2-TZVPD) of an isolated ion of composition C21H42N5O7 and charge +1.

Geometry (Å):
C  -4.04  0.85  0.39
C  -2.95  1.10  -0.64
N  -1.73  0.39  -0.25
H  -1.28  -2.77  0.06
C  -0.60  0.64  -1.17
C  -0.54  -0.50  -2.19
H  0.26  -0.30  -2.91
H  -1.48  -0.55  -2.75
C  -0.30  -1.81  -1.47
N  -1.53  -2.16  -0.73
H  -1.89  -1.19  -0.39
H  -2.14  -2.80  -1.34
C  0.89  -1.76  -0.49
H  0.53  -1.80  0.55
C  1.70  -0.46  -0.61
O  2.65  -0.46  0.42
H  3.00  0.43  0.51
H  2.19  -0.41  -1.59
C  0.76  0.75  -0.44
H  0.60  0.87  0.64
O  1.47  1.88  -0.93
C  1.55  2.97  -0.06
C  0.17  3.58  0.27
O  -0.52  3.94  -0.90
H  -0.02  4.61  -1.38
C  0.37  4.76  1.25
N  -0.82  5.51  1.57
H  -1.05  6.12  0.80
C  -2.01  4.77  1.96
H  -2.46  4.21  1.14
H  -1.75  4.09  2.76
H  -2.74  5.49  2.33
H  1.07  5.47  0.80
C  1.07  4.18  2.51
C  1.28  5.26  3.55
H  1.76  4.85  4.44
H  1.91  6.05  3.16
H  0.32  5.69  3.82
C  2.42  3.59  2.04
H  2.94  3.11  2.87
H  3.05  4.38  1.62
O  2.23  2.56  1.09
O  0.28  3.12  3.01
H  0.63  2.87  3.88
H  -0.46  2.84  0.76
H  2.15  3.72  -0.62
O  1.73  -2.88  -0.72
C  1.41  -4.01  0.04
O  0.04  -4.37  -0.09
C  -0.31  -5.10  -1.22
C  0.57  -5.58  -2.08
C  2.04  -5.44  -1.89
H  2.43  -4.61  -2.50
H  2.56  -6.34  -2.20
C  2.36  -5.14  -0.42
N  3.75  -4.83  -0.26
H  3.97  -3.96  -0.74
H  3.99  -4.71  0.72
H  2.12  -6.03  0.18
H  0.22  -6.13  -2.95
C  -1.81  -5.29  -1.32
N  -2.45  -4.22  -2.11
H  -2.09  -4.23  -3.06
H  -3.45  -4.41  -2.17
H  -2.00  -6.27  -1.76
H  -2.24  -5.26  -0.32
H  1.53  -3.80  1.11
H  -0.08  -2.60  -2.20
H  -0.74  1.59  -1.69
H  -1.48  0.68  0.69
H  -3.27  0.72  -1.61
H  -2.77  2.17  -0.73
H  -4.95  1.36  0.09
H  -3.75  1.24  1.37
H  -4.26  -0.21  0.49

Results
gap between HOMO and LUMO: 9.0 eV
charge: +1
HOMO: -11.0 eV
multiplicity: 1

Atom charges from the natural (NBO) analysis, given in e for atoms 1 to 6: number 1, C, carries -0.62; number 2, C, carries -0.22; number 3, N, carries -0.66; number 4, H, carries 0.43; number 5, C, carries -0.09; number 6, C, carries -0.43

---

Arrangement Q

The following is a DFT calculation (wB97M-V/def2-TZVPD) of an isolated ion of composition C21H42N5O7 and charge +1.

Geometry (Å):
C  3.42  3.70  0.82
C  2.49  3.35  -0.33
N  1.69  2.17  0.03
H  0.99  2.39  0.80
C  0.80  1.58  -1.01
C  -0.35  2.53  -1.33
H  -0.81  2.26  -2.28
H  0.01  3.55  -1.42
C  -1.41  2.42  -0.23
N  -0.75  2.66  1.07
H  -0.83  3.64  1.31
H  -1.23  2.14  1.80
C  -2.08  1.03  -0.32
H  -2.41  0.72  0.67
C  -1.13  -0.07  -0.88
O  -1.48  -1.33  -0.38
H  -2.42  -1.46  -0.60
H  -1.19  -0.07  -1.98
C  0.29  0.26  -0.42
H  0.24  0.34  0.68
O  1.24  -0.74  -0.72
C  1.47  -1.66  0.34
C  2.58  -2.60  -0.13
O  2.82  -3.63  0.79
H  2.03  -4.17  0.89
C  3.90  -1.83  -0.33
N  3.99  -1.18  -1.64
H  3.05  -1.05  -2.00
C  4.80  -1.88  -2.62
H  4.79  -1.32  -3.55
H  5.82  -1.93  -2.25
H  4.45  -2.90  -2.82
H  4.71  -2.56  -0.23
C  4.10  -0.74  0.77
C  5.54  -0.75  1.28
H  5.69  0.04  2.00
H  5.77  -1.71  1.74
H  6.23  -0.59  0.44
C  3.13  -0.98  1.92
H  3.21  -0.18  2.66
H  3.38  -1.93  2.40
O  1.77  -0.97  1.52
O  3.83  0.54  0.21
H  4.06  0.42  -0.74
H  2.27  -3.01  -1.11
H  0.54  -2.22  0.53
O  -3.21  1.18  -1.18
C  -4.39  0.53  -0.82
O  -4.16  -0.86  -0.76
C  -5.22  -1.63  -0.30
C  -6.30  -1.11  0.27
C  -6.46  0.37  0.51
H  -6.92  0.53  1.49
H  -7.12  0.81  -0.24
C  -5.07  1.03  0.47
N  -4.27  0.72  1.65
H  -4.27  -0.29  1.80
H  -4.69  1.15  2.47
H  -5.16  2.12  0.40
H  -7.09  -1.76  0.59
C  -4.93  -3.11  -0.44
N  -4.08  -3.65  0.60
H  -3.18  -3.18  0.63
H  -4.52  -3.55  1.51
H  -5.88  -3.66  -0.43
H  -4.43  -3.28  -1.40
H  -5.07  0.74  -1.66
H  -2.20  3.14  -0.42
H  1.40  1.36  -1.90
H  2.38  1.42  0.31
H  1.83  4.19  -0.55
H  3.07  3.12  -1.23
H  2.85  3.95  1.71
H  4.03  4.56  0.55
H  4.08  2.87  1.03

Results
gap between HOMO and LUMO: 9.3 eV
charge: +1
HOMO: -11.2 eV
multiplicity: 1

Atom charges from the natural (NBO) analysis, given in e for atoms 1 to 6: number 1, C, carries -0.63; number 2, C, carries -0.22; number 3, N, carries -0.61; number 4, H, carries 0.47; number 5, C, carries -0.05; number 6, C, carries -0.43

---

List of relative energies, unit eV: arrangement P 0.170; arrangement Q 0.000

---

Arrangement P

The following is a DFT calculation (wB97M-V/def2-TZVPD) of a 2-piece molecular cluster, C2H4BrNO overall.

Geometry (Å):
C  -1.32  -0.19  -0.27
C  0.98  1.20  0.03
N  -0.79  -1.28  0.11
O  -2.22  0.50  -0.54
Br  2.28  -0.14  -0.39
H  1.34  2.18  -0.50
H  0.87  1.20  1.19
H  0.14  -1.31  0.38
H  -1.28  -2.16  -0.01

Results
gap between HOMO and LUMO (spin up / spin down): 7.9 / 7.1 eV
HOMO (spin up / spin down): -7.8 / -7.2 eV
multiplicity: 1

Atom charges from the natural (NBO) analysis, given in e for atoms 1 to 6: number 1, C, carries 0.85; number 2, C, carries -0.77; number 3, N, carries -0.82; number 4, O, carries -0.46; number 5, Br, carries -0.05; number 6, H, carries 0.22

---

Arrangement Q

The following is a DFT calculation (wB97M-V/def2-TZVPD) of a 2-piece molecular cluster, C2H4BrNO overall.

Geometry (Å):
C  1.36  -0.64  0.07
C  -1.17  0.94  0.16
N  0.61  -1.55  -0.16
O  0.23  1.13  0.15
Br  3.08  0.01  0.11
H  -1.72  1.55  -0.52
H  -1.51  0.93  1.30
H  -1.47  0.03  -0.33
H  0.59  -2.39  -0.78

Results
gap between HOMO and LUMO (spin up / spin down): 8.3 / 8.3 eV
HOMO (spin up / spin down): -8.9 / -8.9 eV
multiplicity: 1

Atom charges from the natural (NBO) analysis, given in e for atoms 1 to 6: number 1, C, carries 0.43; number 2, C, carries -0.27; number 3, N, carries -0.65; number 4, O, carries -0.66; number 5, Br, carries 0.21; number 6, H, carries 0.19

---

List of relative energies, unit eV: arrangement P 0.000; arrangement Q 0.907

---

Arrangement P

The following is a DFT calculation (wB97M-V/def2-TZVPD) of a 2-piece molecular cluster, C2H4N2S overall.

Geometry (Å):
C  2.57  -0.26  0.08
C  1.57  0.45  -0.66
N  3.30  -1.08  0.42
N  -2.21  -0.27  0.37
S  0.23  1.09  0.16
H  1.85  0.69  -1.69
H  -2.30  -1.14  0.84
H  -2.98  -0.15  -0.37
H  -2.02  0.67  0.84

Results
gap between HOMO and LUMO: 8.1 eV
HOMO: -9.6 eV
multiplicity: 1

Atom charges from the natural (NBO) analysis, given in e for atoms 1 to 6: number 1, C, carries 0.20; number 2, C, carries -0.40; number 3, N, carries -0.25; number 4, N, carries -1.10; number 5, S, carries 0.17; number 6, H, carries 0.24

---

Arrangement Q

The following is a DFT calculation (wB97M-V/def2-TZVPD) of a 2-piece molecular cluster, C2H4N2S overall.

Geometry (Å):
C  -0.85  1.02  -0.42
C  -0.07  0.59  0.64
N  -1.51  1.41  -1.29
N  -0.43  -0.42  1.43
S  1.45  -1.20  -1.62
H  0.84  1.12  0.85
H  -1.23  -0.99  1.17
H  0.22  -0.81  2.09
H  1.57  -0.73  -2.85

Results
gap between HOMO and LUMO (spin up / spin down): 9.1 / 5.4 eV
HOMO (spin up / spin down): -9.5 / -7.6 eV
multiplicity: 1

Atom charges from the natural (NBO) analysis, given in e for atoms 1 to 6: number 1, C, carries 0.17; number 2, C, carries -0.07; number 3, N, carries -0.28; number 4, N, carries -0.72; number 5, S, carries -0.26; number 6, H, carries 0.24

---

List of relative energies, unit eV: arrangement P 0.000; arrangement Q 0.783